This record from OMol25 describes 9 unconnected molecules or ions with the total composition C27H54FIN3O10S3 at a distorted geometry. The level of theory is ωB97M-V/def2-TZVPD.

The value obtained for the total energy is -3569.22832 a.u. For the largest force on an atom, the calculation gives 12.455 eV Å⁻¹. Its spin multiplicity is 1. The HOMO energy comes out at -10.68 eV. As for the charge: +1.

The geometry in XYZ format:
```
99
C27H54FIN3O10S3 (ωB97M-V/def2-TZVPD)
C 2.869 3.885 1.259
C 1.383 4.247 1.083
O 0.699 4.531 1.970
N 1.072 4.389 -0.392
H 1.915 4.396 -0.942
H 0.562 3.494 -0.889
C 0.023 5.336 -0.695
H 3.447 4.868 1.538
H 3.341 3.465 0.392
H 2.745 3.234 2.078
H -1.005 5.060 -0.635
H -0.034 5.710 -1.718
H -0.115 6.240 0.040
C -0.186 -1.500 -1.427
C -0.858 -0.850 -0.306
O -1.744 -1.517 0.245
N -0.344 0.450 0.357
H 0.687 0.329 0.539
H -0.247 1.245 -0.354
C -0.975 0.678 1.658
H -0.896 -1.848 -2.183
H 0.333 -2.469 -1.068
H 0.576 -0.883 -1.852
H -1.972 0.930 1.531
H -0.374 1.503 1.949
H -0.880 -0.104 2.448
C 0.434 2.849 -4.489
C 1.630 1.880 -4.194
O 2.040 1.138 -5.046
N 2.250 1.900 -2.824
H 2.574 2.851 -2.518
H 1.286 1.839 -2.241
C 3.348 1.007 -2.731
H 0.493 3.410 -3.631
H -0.550 2.325 -4.383
H 0.496 3.172 -5.467
H 3.849 1.180 -1.763
H 4.025 1.324 -3.436
H 3.104 0.010 -2.917
I 3.041 -0.247 1.106
O 0.057 2.201 -1.492
H -0.916 2.617 -1.773
F 5.584 -5.834 -4.068
C 4.323 -5.357 -3.992
C 3.838 -4.560 -2.986
C 2.490 -4.125 -2.958
C 1.651 -4.569 -3.895
C 1.971 -5.504 -4.885
C 3.350 -5.849 -4.925
H 4.610 -4.149 -2.316
H 2.322 -3.357 -2.251
H 0.485 -4.180 -3.729
H 1.278 -5.830 -5.523
H 3.643 -6.569 -5.692
C -3.080 1.677 -3.017
C -4.143 0.969 -3.786
C -5.367 1.497 -3.383
S -5.346 1.623 -1.650
O -5.657 0.397 -1.162
O -6.103 2.810 -1.268
C -3.530 1.975 -1.568
H -3.069 2.903 -3.442
H -2.193 1.215 -2.913
H -4.143 -0.096 -3.320
H -4.019 1.238 -4.997
H -6.283 0.928 -3.523
H -5.436 2.620 -3.685
H -3.125 1.256 -0.887
H -3.491 3.028 -1.307
C -0.463 -5.368 2.511
C 0.363 -4.150 2.378
C 0.093 -3.184 3.342
S -1.615 -3.301 3.699
O -2.357 -2.245 3.124
O -1.727 -3.592 5.058
C -1.925 -4.704 2.810
H -0.050 -5.757 3.534
H -0.591 -6.085 1.615
H 0.274 -3.577 1.394
H 1.315 -4.209 2.476
H 0.546 -2.038 2.938
H 0.419 -3.373 4.286
H -2.431 -4.460 1.792
H -2.527 -5.403 3.300
C 0.623 -0.220 6.187
C 1.319 0.701 5.220
C 0.911 1.993 5.268
S -0.863 1.893 5.693
O -1.593 2.095 4.482
O -1.111 2.779 6.771
C -0.885 0.141 6.142
H 0.845 -0.232 7.387
H 0.654 -1.290 5.950
H 1.138 0.320 4.383
H 2.323 0.655 5.348
H 0.936 2.436 4.484
H 1.373 2.366 6.222
H -1.177 -0.399 5.430
H -1.563 -0.218 7.074
```

This record from OMol25 describes a molecular structure, C2H3BrClN at a distorted geometry. The level of theory is ωB97M-V/def2-TZVPD.

The value obtained for the total energy is -3166.79606 a.u. For the largest force on an atom, the calculation gives 3.111 eV Å⁻¹. Its spin multiplicity is 1. The HOMO energy comes out at -8.79 eV.

The geometry in XYZ format:
```
8
C2H3BrClN (ωB97M-V/def2-TZVPD)
C -0.221 -1.116 1.014
C 1.154 1.248 -2.124
N -0.044 0.105 1.046
Cl 0.951 2.089 -0.709
Br -0.270 0.140 -2.543
H -0.008 -1.658 0.158
H -0.966 -1.608 1.609
H -0.597 0.800 1.549
```

This record from OMol25 describes C5H8O2 in the gas phase at a distorted geometry. The level of theory is ωB97M-V/def2-TZVPD.

Its SMILES is C=C(O)C(=O)CC. The value obtained for the total energy is -345.57699 a.u. For the largest force on an atom, the calculation gives 19.653 eV Å⁻¹. Its spin multiplicity is 1. The HOMO energy comes out at -9.08 eV.

The geometry in XYZ format:
```
15
C5H8O2 (ωB97M-V/def2-TZVPD)
C -0.505 -1.783 -0.603
C 0.494 -1.387 0.275
O 1.462 -2.156 0.581
C 0.749 0.025 0.802
O 1.704 0.209 1.635
C -0.088 1.281 0.480
C -0.879 1.301 -0.790
H -0.336 -2.566 -0.840
H -1.382 -1.250 -1.056
H 2.048 -1.443 1.114
H 0.748 2.176 0.313
H -0.789 1.621 1.366
H -1.596 0.917 -0.624
H -1.207 2.361 -1.141
H -0.423 0.695 -1.513
```

This record from OMol25 describes a molecular structure, C32H25AsAuN2O2S2. The level of theory is ωB97M-V/def2-TZVPD.

The value obtained for the total energy is -4661.90571 a.u. For the largest force on an atom, the calculation gives 0.340 eV Å⁻¹. Its spin multiplicity is 3. The HOMO energy (alpha / beta) comes out at -9.99 / -10.47 eV. As for the charge: +1.

The geometry in XYZ format:
```
65
C32H25AsAuN2O2S2 (ωB97M-V/def2-TZVPD)
Au -1.356 -1.251 0.790
S -2.343 -4.442 3.740
C -2.888 -4.994 2.218
C -2.649 -4.097 1.221
C -2.000 -2.925 1.705
C -1.775 -2.980 3.052
C -1.104 -1.896 3.771
C -0.869 -1.866 5.142
C -0.227 -0.776 5.694
C 0.167 0.278 4.880
C -0.104 0.188 3.530
N -0.711 -0.871 2.994
H -3.358 -5.962 2.140
H -2.913 -4.262 0.186
H -1.196 -2.692 5.760
H -0.040 -0.741 6.759
H 0.665 1.150 5.280
H 0.163 0.985 2.845
O -2.376 -2.087 -1.232
N -2.866 -1.284 -2.106
C -4.155 -0.915 -1.969
C -4.763 -0.071 -2.872
C -4.047 0.418 -3.958
C -2.734 0.033 -4.103
C -2.108 -0.824 -3.179
S -0.490 -1.292 -3.359
H -4.642 -1.340 -1.105
H -5.799 0.194 -2.716
H -4.513 1.076 -4.678
H -2.132 0.374 -4.932
O -0.769 0.608 -0.096
As 0.837 0.898 -0.497
C 2.004 -0.535 -0.044
C 2.453 -0.595 1.276
C 3.247 -1.656 1.678
C 3.597 -2.645 0.767
C 3.151 -2.580 -0.547
C 2.347 -1.528 -0.956
C 1.404 2.452 0.461
C 0.457 3.222 1.123
C 0.857 4.382 1.774
C 2.191 4.763 1.755
C 3.135 3.991 1.085
C 2.744 2.832 0.433
C 0.926 1.296 -2.357
C 2.042 1.010 -3.134
C 2.052 1.384 -4.471
C 0.958 2.038 -5.017
C -0.153 2.326 -4.234
C -0.176 1.956 -2.898
H 2.195 0.181 1.985
H 3.595 -1.709 2.701
H 4.220 -3.472 1.082
H 3.419 -3.356 -1.252
H 1.979 -1.499 -1.975
H -0.582 2.917 1.122
H 0.126 4.990 2.290
H 2.500 5.667 2.264
H 4.173 4.295 1.071
H 3.481 2.229 -0.085
H 2.900 0.505 -2.709
H 2.917 1.166 -5.084
H 0.972 2.330 -6.059
H -1.000 2.846 -4.664
H -1.043 2.164 -2.283
```